# C3H4O2PS2

A 2-piece molecular cluster, C3H4O2PS2 overall at a distorted geometry (ωB97M-V/def2-TZVPD, OMol25).

Maximum force (eV/Å): 3.14
E_tot (Ha): -1405.02660
Frontier orbital gap (eV): 7.6

Structure (ORCA input):
```
! RIJCOSX wB97M-V def2-TZVPD def2/J DEFGRID3
* xyz -1 1
C 1.45 0.57 1.77
C -0.29 -0.34 0.12
C 1.03 0.06 0.70
O 2.04 1.04 2.63
O -0.73 -0.90 -3.19
P 0.56 -1.49 -2.79
S 2.20 -0.48 -3.05
S 0.46 -3.24 -2.02
H -0.40 -1.38 -0.04
H -1.12 0.09 0.57
H -0.19 0.11 -0.85
H 1.80 -0.01 0.03
*
```